Formula: C3H10N2O2
Source: the OMol25 dataset
Level of theory: the ωB97M-V functional and the def2-TZVPD basis

Geometry (Å):
O: 2.41 -0.09 -1.13
O: 1.40 1.75 -0.46
N: 0.86 -0.19 0.63
N: -1.85 -0.02 -0.79
C: 1.13 -1.62 0.71
C: -2.30 0.83 0.30
C: 1.45 0.42 -0.34
H: 0.81 2.07 0.25
H: 2.19 -1.80 0.92
H: -0.79 0.02 -0.85
H: -2.17 -0.97 -0.62
H: 2.71 0.62 -1.71
H: 0.54 -2.04 1.52
H: -1.76 0.59 1.23
H: -2.12 1.88 0.06
H: 0.85 -2.14 -0.21
H: -3.36 0.69 0.50

Values from the calculation:
SMILES: CN=C(O)O.CN
Max |F|: 2.8 eV/Å
Charge: 0
Calculated total energy: -380.27283 hartree
Energy above the lowest of the compared OMol25 structures with the same formula, charge and spin: 1.7370 eV
LUMO: 0.530 eV


Formula: C9H14NO4
Source: the OMol25 dataset
Level of theory: the ωB97M-V functional and the def2-TZVPD basis

Geometry (Å):
O: 2.42 -0.06 -2.10
O: 0.44 -2.41 0.94
O: -0.11 1.42 -2.88
O: 1.16 1.48 1.64
N: 1.39 0.05 -0.09
C: 1.54 0.44 -1.30
C: 0.44 1.45 -1.62
C: -0.62 0.20 1.62
C: -1.49 -0.94 0.99
C: -0.25 1.73 -0.37
C: -1.76 -3.40 0.99
C: 0.38 0.93 0.71
C: -0.97 -2.34 1.07
C: 0.64 2.78 -1.00
H: 1.47 3.06 -0.44
H: -0.04 -0.22 2.45
H: -2.83 -3.13 1.04
H: 0.77 -3.21 0.50
H: -1.41 0.85 1.99
H: -0.71 0.63 -2.94
H: 0.30 3.70 -1.68
H: 2.34 0.28 -2.98
H: 2.12 1.62 1.38
H: -1.29 2.01 -0.28
H: 1.55 -0.85 0.37
H: -2.58 -0.88 1.36
H: -1.46 -0.71 -0.07
H: -1.42 -4.50 0.69

Values from the calculation:
SMILES: C=C(O)CC[C@@]1(O)[NH+]=C(O)[C@]2(O)C[C@H]12
Max |F|: 4.1 eV/Å
Charge: +1
Calculated total energy: -706.71643 hartree
Energy above the lowest of the compared OMol25 structures with the same formula, charge and spin: 0.0000 eV
LUMO: -3.470 eV


Formula: C6H19Br2CoN5O3
Source: the OMol25 dataset
Level of theory: the ωB97M-V functional and the def2-TZVPD basis

Geometry (Å):
Br: 17.43 6.70 -19.61
Br: 12.35 3.97 -21.23
Co: 15.98 3.39 -20.91
O: 18.76 1.25 -21.22
O: 16.51 4.74 -24.36
O: 16.54 2.18 -17.28
N: 17.42 2.43 -15.30
N: 16.55 0.52 -15.72
N: 16.44 0.43 -22.22
N: 17.14 4.65 -26.47
N: 16.31 6.54 -25.64
C: 18.69 -0.18 -21.43
C: 16.88 -1.85 -21.98
C: 16.61 5.27 -25.46
C: 20.19 1.68 -21.01
C: 17.19 -0.53 -21.41
C: 16.77 1.71 -16.17
H: 16.07 -0.20 -16.22
H: 17.02 -2.57 -21.17
H: 15.93 6.89 -24.77
H: 17.50 3.40 -15.55
H: 16.76 -0.39 -20.42
H: 15.89 -1.99 -22.41
H: 17.12 0.29 -22.95
H: 19.12 -0.46 -22.40
H: 20.91 1.11 -21.61
H: 16.78 0.40 -14.74
H: 17.62 2.17 -14.34
H: 20.32 2.72 -21.28
H: 17.46 -2.07 -22.89
H: 19.17 -0.80 -20.67
H: 15.67 -0.14 -22.55
H: 17.46 3.74 -26.19
H: 17.12 5.05 -27.40
H: 16.30 7.01 -26.53
H: 20.33 1.67 -19.93

Values from the calculation:
Max |F|: 4.7 eV/Å
Charge: 0
Multiplicity: 4
Calculated total energy: -7270.13846 hartree
Energy above the lowest of the compared OMol25 structures with the same formula, charge and spin: 8.6228 eV
LUMO (spin up / spin down): -0.774 / -3.752 eV
Expectation value of S²: 3.782


Formula: C21H20BrCoN4O2S
Source: the OMol25 dataset
Level of theory: the ωB97M-V functional and the def2-TZVPD basis

Geometry (Å):
Br: -4.94 3.39 -1.63
Co: -0.04 0.66 -0.18
S: -0.20 2.19 1.47
O: -1.22 1.53 -1.34
O: -2.86 1.09 -2.76
N: -0.02 -1.00 -1.22
N: 1.16 1.87 3.72
N: 0.95 -0.40 1.04
N: 1.31 0.14 2.23
C: 2.05 1.28 -1.81
C: -3.41 1.27 -0.46
C: 0.31 -3.42 -2.48
C: -4.00 0.20 1.64
C: 0.81 1.37 2.54
C: 2.76 0.09 -1.98
C: -0.40 -2.41 -3.09
C: -3.15 0.35 0.55
C: 4.01 0.53 0.02
C: -5.12 1.01 1.73
C: -4.54 2.07 -0.34
C: 0.67 -1.99 -0.61
C: 3.33 1.72 0.20
C: 2.34 2.09 -0.72
C: -2.47 1.33 -1.64
C: 0.85 -3.22 -1.21
C: 3.73 -0.29 -1.07
C: 1.19 -1.63 0.73
C: -0.54 -1.19 -2.43
C: -5.39 1.95 0.75
C: 1.90 -2.62 1.58
H: 0.80 2.78 3.98
H: 2.95 -2.70 1.27
H: 4.29 -1.20 -1.22
H: 1.33 1.60 -2.54
H: 0.44 -4.38 -2.97
H: -2.28 -0.30 0.47
H: 2.56 -0.53 -2.85
H: 4.80 0.25 0.72
H: 1.69 1.36 4.40
H: 1.44 -3.60 1.48
H: 3.57 2.37 1.02
H: 1.96 -0.35 2.83
H: -6.26 2.59 0.82
H: 1.87 -2.36 2.64
H: 1.85 3.05 -0.62
H: -3.79 -0.54 2.40
H: -1.09 -0.36 -2.86
H: -0.84 -2.54 -4.07
H: -5.80 0.91 2.58
H: 1.41 -4.00 -0.72

Values from the calculation:
Max |F|: 0.8 eV/Å
Charge: +1
Multiplicity: 2
Calculated total energy: -5536.55658 hartree
Energy above the lowest of the compared OMol25 structures with the same formula, charge and spin: 0.8329 eV
LUMO (spin up / spin down): -4.206 / -4.213 eV
Expectation value of S²: 0.761


Formula: C6H10N3O2
Source: the OMol25 dataset
Level of theory: the ωB97M-V functional and the def2-TZVPD basis

Geometry (Å):
O: 1.70 0.28 1.61
O: 1.31 -1.44 2.88
N: 1.08 -0.67 2.03
N: -1.01 -2.51 1.29
N: -0.20 2.20 0.52
C: -0.49 -1.57 0.50
C: 0.94 -0.85 -1.38
C: -0.73 -0.15 0.77
C: 0.53 0.57 -1.22
C: 0.39 -1.79 -0.61
C: -0.19 0.81 0.02
H: 1.44 1.20 -1.26
H: 1.40 -1.07 -2.26
H: 0.84 -2.79 -0.57
H: -1.83 -2.21 1.64
H: -1.00 2.28 1.20
H: -1.17 0.09 1.65
H: 0.68 2.24 1.16
H: -0.63 -3.45 1.36
H: 0.01 0.75 -2.25
H: -0.07 3.07 -0.15

Values from the calculation:
Max |F|: 3.8 eV/Å
Charge: +1
Calculated total energy: -548.92431 hartree
Energy above the lowest of the compared OMol25 structures with the same formula, charge and spin: 6.5901 eV
LUMO (spin up / spin down): -4.344 / -4.344 eV


Formula: C19H40MnOP2
Source: the OMol25 dataset
Level of theory: the ωB97M-V functional and the def2-TZVPD basis

Geometry (Å):
Mn: -1.17 -2.52 1.29
P: -0.10 -1.74 -1.63
P: 0.03 1.46 -2.97
O: -0.62 -1.08 2.54
C: 1.36 -2.70 -2.09
C: 0.53 -0.10 -0.92
C: -0.49 2.70 0.93
C: -1.72 1.97 -3.14
C: -0.73 -1.40 4.93
C: -1.34 0.75 3.84
C: -0.09 -3.94 2.26
C: -0.70 -1.22 -3.32
C: 1.79 1.72 0.78
C: 1.29 0.93 -1.71
C: -1.28 -2.83 -0.88
C: 1.06 -0.09 3.94
C: -0.02 -0.04 -4.04
C: 2.03 1.91 -0.75
C: 0.77 2.62 1.37
C: 0.97 2.85 -3.72
C: -0.93 1.96 -0.27
C: -0.74 0.44 -0.20
C: -0.41 -0.46 3.76
H: -1.78 -1.02 -3.23
H: -2.38 1.10 -3.22
H: -1.67 -0.01 -0.62
H: 2.07 0.44 -2.32
H: 0.67 -3.32 2.76
H: -1.79 -1.71 4.91
H: -2.25 -2.32 -0.73
H: 1.09 -3.33 -2.94
H: -0.55 -0.88 5.87
H: -2.37 0.41 3.73
H: 3.11 1.73 -0.92
H: -1.25 1.30 4.79
H: -0.59 -2.11 -3.96
H: -2.07 2.61 -2.33
H: 1.89 2.96 -1.02
H: 2.01 2.56 -3.93
H: -1.81 2.56 -4.06
H: 0.35 -4.75 1.68
H: -0.60 0.27 -4.92
H: -1.99 2.15 -0.46
H: 1.37 0.64 3.18
H: 0.98 3.70 -3.01
H: -1.19 3.40 1.38
H: 1.00 -0.28 -4.38
H: 1.64 -3.34 -1.25
H: -1.48 -3.58 -1.66
H: 0.48 3.17 -4.65
H: -0.88 -4.27 2.96
H: -0.11 -2.30 4.87
H: 1.58 0.68 1.04
H: 2.19 -2.06 -2.37
H: -0.93 -3.53 -0.03
H: 1.11 3.26 2.19
H: -1.10 1.45 3.03
H: -0.75 0.14 0.87
H: -0.36 2.37 -1.14
H: 1.23 0.36 4.93
H: 2.74 1.92 1.29
H: 1.67 -0.99 3.83
H: 1.20 -0.57 -0.17

Values from the calculation:
Max |F|: 4.1 eV/Å
Charge: +2
Multiplicity: 4
Calculated total energy: -2656.13235 hartree
LUMO (spin up / spin down): -6.163 / -6.099 eV
Expectation value of S²: 4.024